[1]
This record from OMol25 describes C16H20O3Ti as an isolated structure at a distorted geometry. The level of theory is ωB97M-V/def2-TZVPD.

CARTESIAN COORDINATES (ANGSTROEM)
C1 4.15599 -2.52261 2.84453
C2 4.44554 -1.22934 2.88612
C3 4.59254 0.33979 2.52045
C4 3.43904 0.89718 1.54164
C5 3.30282 0.11678 0.13590
C6 1.89965 0.31742 -0.62492
C7 1.60096 -0.62602 -1.70063
C8 2.58647 -1.79987 -2.18538
C9 0.18073 -0.52500 -2.50031
O1 -0.04714 -1.25338 -3.54112
C10 -1.01577 0.43384 -2.01799
C11 -0.69897 1.36177 -0.95158
C12 -1.83125 2.37345 -0.38117
O2 -3.18481 1.85829 -0.50675
C13 -3.29156 0.79624 0.49992
C14 -4.87826 0.42028 0.59997
C15 -5.18283 -0.99223 -0.13910
C16 0.80688 1.44689 -0.32488
O3 1.02109 2.51061 0.38305
H1 3.84379 -3.62800 2.68552
H2 5.67213 0.61910 2.17479
H3 4.45981 0.90329 3.53550
H4 3.64637 2.01589 1.27723
H5 2.43741 0.85617 2.10304
H6 4.16015 0.38000 -0.61344
H7 3.41459 -1.00927 0.36216
H8 1.98129 -2.67134 -2.67220
H9 3.23765 -1.35522 -3.04378
H10 3.27754 -2.22116 -1.37159
H11 -2.07786 0.40807 -2.44827
H12 -1.71474 3.36231 -0.98702
H13 -1.56873 2.65999 0.71820
H14 -2.75113 -0.17018 0.16653
H15 -2.89820 1.12651 1.54245
H16 -5.08526 0.26808 1.73553
H17 -5.54573 1.26608 0.17740
H18 -6.24167 -1.36367 0.22920
H19 -4.42945 -1.82217 0.18305
H20 -5.25716 -0.89069 -1.31049
Ti1 -6.46190 -2.65788 -0.98152

E_LUMO (spin up / spin down)	-5.4 / -4.9	eV
multiplicity	2
HOMO (spin up / spin down)	-11.260 / -11.260	eV
total charge	+1
M	308.2	g mol⁻¹
HOMO-LUMO gap (spin up / spin down)	5.82 / 6.40	eV
maximum force	6.77	eV/Å


[2]
This record from OMol25 describes one molecule with the formula C8H14 at a distorted geometry. The level of theory is ωB97M-V/def2-TZVPD.

CARTESIAN COORDINATES (ANGSTROEM)
C1 2.22340 0.59135 -0.13523
C2 0.99069 0.27233 0.19951
C3 0.35670 0.51862 1.51608
C4 -0.57196 -0.52920 2.22574
C5 0.07466 -0.47973 -0.82024
C6 0.06712 -1.93269 -0.69300
C7 -0.70780 0.19537 -1.60714
C8 -1.31569 1.55679 -1.68246
H1 2.63222 0.93417 0.74795
H2 2.86472 0.38648 -1.00861
H3 0.94113 0.93414 2.35133
H4 -0.24851 1.46492 1.34622
H5 -1.44631 -0.71640 1.57838
H6 -0.78134 -0.02497 3.29450
H7 -0.14359 -1.58683 2.40722
H8 0.89653 -2.33834 -0.10089
H9 -0.77008 -2.31579 -0.05824
H10 -0.08958 -2.47700 -1.71681
H11 -0.86984 -0.34445 -2.64938
H12 -2.19822 1.63394 -2.41256
H13 -0.32446 2.13335 -1.99365
H14 -1.57981 2.12390 -0.78872

E_LUMO	1.0	eV
multiplicity	1
SMILES string	C=C(CC)/C(C)=C\C
HOMO	-8.375	eV
M	110.2	g mol⁻¹
HOMO-LUMO gap	9.37	eV
energy above the lowest of the compared OMol25 structures with the same formula, charge and spin	82.66	kcal/mol
maximum force	4.97	eV/Å


[3]
This record from OMol25 describes C19H20FeN3 as an isolated structure at a distorted geometry. The level of theory is ωB97M-V/def2-TZVPD.

CARTESIAN COORDINATES (ANGSTROEM)
C1 -2.39193 2.09758 -1.44704
N1 -2.11323 1.24131 -0.32237
N2 -2.63168 0.01581 -0.18351
N3 -2.16296 -0.48594 0.95390
C2 -1.17009 0.34820 1.45744
C3 -1.14370 1.47053 0.64799
C4 -0.26197 2.52912 0.85155
C5 0.57539 2.41354 1.97588
C6 0.55442 1.27415 2.80470
C7 -0.31409 0.20908 2.56304
H1 -1.74202 2.97490 -1.34633
H2 -2.16596 1.58330 -2.38689
H3 -3.43193 2.44141 -1.46351
H4 -0.27240 3.35534 0.13167
H5 1.25212 3.23266 2.19378
H6 1.23775 1.25084 3.65689
H7 -0.38687 -0.68598 3.19779
C8 -1.70144 -2.71400 0.78440
C9 -2.68724 -3.68149 1.08283
C10 -4.09858 -3.71889 0.89401
C11 -4.90079 -4.97421 0.95492
C12 -6.29940 -4.64263 0.90196
C13 -6.41503 -3.18629 0.88384
C14 -5.08688 -2.63357 0.88697
Fe1 -5.38000 -3.82844 2.44435
C15 -4.31513 -3.20485 3.98188
C16 -4.44411 -4.65682 3.97849
C17 -5.86251 -4.98185 3.98824
C18 -6.61132 -3.73626 3.99039
C19 -5.65736 -2.63667 3.98302
H8 -0.69712 -2.98768 1.12297
H9 -1.66727 -2.31942 -0.24264
H10 -2.00952 -1.84186 1.46908
H11 -2.25671 -4.63297 1.43519
H12 -4.47450 -5.97189 0.95495
H13 -7.13015 -5.34617 0.82986
H14 -7.35377 -2.63304 0.81331
H15 -4.81116 -1.58856 0.80721
H16 -3.38324 -2.65151 4.05655
H17 -3.62544 -5.36686 4.05818
H18 -6.28149 -5.98171 4.07303
H19 -7.69146 -3.64443 4.07053
H20 -5.89715 -1.57947 4.04803

E_LUMO (spin up / spin down)	2.5 / 0.6	eV
multiplicity	5
HOMO (spin up / spin down)	1.074 / -5.590	eV
total charge	-1
M	346.2	g mol⁻¹
HOMO-LUMO gap (spin up / spin down)	1.46 / 6.17	eV
energy above the lowest of the compared OMol25 structures with the same formula, charge and spin	0.00	kcal/mol
maximum force	4.14	eV/Å


[4]
This record from OMol25 describes C47H47IrN3O3P2S as an isolated structure at a distorted geometry. The level of theory is ωB97M-V/def2-TZVPD.

CARTESIAN COORDINATES (ANGSTROEM)
Ir1 -0.01502 -0.04116 -0.27946
O1 -0.25218 -0.45267 1.90202
S1 -0.01409 1.94860 0.94571
C1 0.98235 1.94001 2.47148
C2 1.66702 3.14197 2.61758
C3 2.33399 3.44671 3.79872
C4 2.31145 2.55117 4.85058
C5 1.64410 1.34041 4.70628
C6 0.97342 1.00749 3.53731
P1 0.23387 -0.64953 3.32063
C7 -1.07724 -1.05732 4.44227
C8 -0.81966 -1.32435 5.78978
C9 -1.86885 -1.62430 6.63866
C10 -3.16843 -1.66951 6.14596
C11 -3.42365 -1.41494 4.80651
C12 -2.38024 -1.10438 3.94960
C13 1.58170 -1.80994 3.58480
C14 2.91620 -1.43573 3.38132
C15 3.93032 -2.36911 3.50456
C16 3.62407 -3.68622 3.83181
C17 2.30640 -4.06727 4.03609
C18 1.28665 -3.13418 3.91629
C19 -1.63302 2.01999 1.72456
C20 -1.85058 2.83163 2.82864
C21 -3.10684 2.83120 3.41541
C22 -4.12233 2.03107 2.91030
C23 -3.89885 1.23994 1.79359
C24 -2.64679 1.24217 1.18878
P2 -2.26813 0.45645 -0.38944
C25 -2.79221 1.78371 -1.53841
C26 -4.11165 1.97493 -1.94947
C27 -4.45911 3.06139 -2.73739
C28 -3.50532 3.99392 -3.10977
C29 -2.19703 3.83881 -2.67705
C30 -1.84884 2.74465 -1.90460
C31 -3.27061 -1.05501 -0.50500
C32 -4.66493 -1.05383 -0.63631
C33 -5.37853 -2.24001 -0.64746
C34 -4.72197 -3.45389 -0.51183
C35 -3.34558 -3.47068 -0.35760
C36 -2.62796 -2.28504 -0.35331
H1 1.64521 3.87133 1.81817
H2 2.84848 4.39267 3.89490
H3 2.81244 2.78548 5.77942
H4 1.65888 0.63395 5.52745
H5 0.19204 -1.31012 6.17675
H6 -1.67665 -1.83220 7.68151
H7 -3.98411 -1.91197 6.81264
H8 -4.43623 -1.46292 4.43010
H9 -2.56774 -0.91345 2.90243
H10 3.16713 -0.40160 3.17156
H11 4.96160 -2.07029 3.37513
H12 4.41841 -4.41013 3.94927
H13 2.07216 -5.08752 4.30497
H14 0.26251 -3.43706 4.09211
H15 -1.06277 3.44665 3.24062
H16 -3.28909 3.45683 4.27803
H17 -5.09357 2.02941 3.38495
H18 -4.69192 0.61582 1.40670
H19 -4.89782 1.29888 -1.67038
H20 -5.48627 3.18017 -3.05290
H21 -3.78124 4.83810 -3.72568
H22 -1.44855 4.57184 -2.94745
H23 -0.82316 2.62794 -1.58437
H24 -5.22510 -0.13927 -0.72130
H25 -6.45346 -2.21208 -0.75872
H26 -5.28234 -4.37808 -0.51667
H27 -2.82476 -4.41071 -0.23780
H28 -1.55782 -2.33397 -0.22412
C37 0.68863 -3.95032 -3.03851
O2 1.72224 -3.34576 -2.20529
C38 1.38944 -2.35729 -1.44089
O3 0.24227 -1.87940 -1.36405
N1 2.43441 -1.80525 -0.73355
N2 1.99647 -0.93231 0.29885
H29 1.07410 -4.93225 -3.28726
H30 0.56750 -3.33654 -3.92769
H31 -0.24151 -4.01562 -2.48187
H32 3.28387 -2.34222 -0.61006
H33 2.74084 -0.31573 0.61381
H34 1.72308 -1.48880 1.11073
C39 3.09709 3.24090 -3.67610
N3 2.99556 2.78201 -2.25715
C40 2.03794 3.62641 -1.50991
C41 2.73165 1.28091 -2.10619
C42 1.52509 0.76529 -2.84118
C43 1.74788 0.55822 -4.21420
C44 0.75766 0.12641 -5.06762
C45 -0.49724 -0.12282 -4.53644
C46 -0.71433 0.01565 -3.17850
C47 0.27010 0.43808 -2.27042
H35 3.37523 4.29202 -3.66922
H36 2.13184 3.10421 -4.15408
H37 3.85942 2.65875 -4.18597
H38 3.91793 2.93319 -1.84494
H39 1.05201 3.49834 -1.95101
H40 2.34902 4.66588 -1.58647
H41 2.03527 3.30922 -0.47259
H42 2.69041 1.09783 -1.03193
H43 3.64082 0.83065 -2.50616
H44 2.73516 0.74317 -4.61921
H45 0.96038 -0.01871 -6.11934
H46 -1.30222 -0.46693 -5.17225
H47 -1.69594 -0.26843 -2.82028

E_LUMO	-7.5	eV
multiplicity	1
HOMO	-15.689	eV
total charge	+3
M	988.1	g mol⁻¹
HOMO-LUMO gap	8.22	eV
energy above the lowest of the compared OMol25 structures with the same formula, charge and spin	0.00	kcal/mol
maximum force	2.21	eV/Å